88
Properties=species:S:1:pos:R:3:forces:R:3 method="wB97M-V/def2-TZVPD" spin_multiplicity=3 charge=-2 orbital_gap_ev="2.9 / 5.7" e_lumo_ev="4.05 / 4.04" largest_force_ha_per_bohr=0.10090 homo_ev="1.17 / -1.66" total_energy_ha=-3191.0179
O -0.556 -0.147 -0.357 2.9 0.2 0.6
V -2.039 0.407 -0.191 -1.1 -0.7 -0.9
B -2.369 1.931 -2.058 0.1 0.2 -0.3
H -1.463 2.036 -1.481 4.0 1.0 1.5
H -2.733 2.820 -2.549 -1.3 3.7 -1.4
H -2.288 1.170 -2.819 0.4 -3.0 -2.8
H -3.050 1.628 -1.277 -3.2 -0.9 2.2
B -2.802 -1.470 -1.281 -0.2 -0.6 -0.5
H -2.527 -1.623 -0.249 1.3 -1.1 3.8
H -3.439 -0.599 -1.288 -3.1 3.1 -0.2
H -1.978 -1.209 -1.927 3.2 0.5 -2.3
H -3.302 -2.342 -1.673 -2.3 -3.3 -1.4
C -6.437 -0.024 0.677 3.4 2.4 -3.1
F -7.618 0.452 1.034 -0.7 -1.2 -0.3
F -5.963 -0.969 1.411 -0.4 -1.3 1.9
F -6.341 -0.532 -0.607 -1.5 0.8 1.1
S -5.244 1.492 0.736 1.7 2.6 -2.4
O -5.672 2.186 1.938 -0.1 -0.7 0.4
O -3.862 0.980 0.776 -1.6 -0.6 1.7
O -5.333 2.332 -0.484 -1.5 -1.7 1.6
C 4.076 -2.208 0.772 -1.1 2.6 -0.5
C 3.635 -0.660 0.796 1.5 -0.1 -0.6
C 4.330 0.292 -0.295 0.9 0.0 2.5
O 3.740 1.617 -0.218 -2.0 -3.6 1.9
C 4.036 2.462 -1.190 1.9 2.1 -2.4
N 2.236 -0.623 0.515 -0.1 0.3 -0.3
H 5.146 -2.415 0.776 -0.1 -0.1 0.0
H 3.518 -2.474 -0.126 0.4 -1.0 0.0
H 3.538 -2.532 1.663 0.3 -0.7 -0.2
H 3.817 -0.358 1.828 0.4 0.7 0.0
H 4.406 -0.201 -1.264 -0.9 0.3 -0.4
H 5.376 0.445 -0.028 0.5 -0.1 0.2
H 4.218 2.009 -2.164 0.2 -0.4 -0.2
H 4.945 2.974 -0.876 0.6 0.5 -0.5
H 3.332 3.256 -1.439 -0.7 -0.2 0.7
H 2.231 -0.100 -0.349 -1.4 -0.3 -0.5
H 1.747 0.013 1.129 -0.4 -0.2 0.2
C 1.770 0.886 -4.994 -0.3 -1.2 0.4
C 0.959 0.099 -3.871 1.1 1.5 -1.1
C 1.827 -1.007 -3.236 -1.5 -0.2 0.8
O 2.395 -1.921 -4.105 1.6 -1.1 -2.0
C 1.434 -2.617 -4.850 0.1 -0.1 -0.9
N 0.503 0.970 -2.815 0.9 0.2 -0.4
H 1.100 1.207 -5.792 -0.2 0.3 0.2
H 2.382 0.112 -5.455 0.6 0.2 -0.1
H 2.357 1.735 -4.643 0.2 -0.1 0.1
H 0.191 -0.255 -4.558 -0.6 -0.7 1.0
H 1.235 -1.668 -2.602 -0.7 0.8 0.7
H 2.623 -0.610 -2.607 0.0 0.3 -0.2
H 0.772 -3.236 -4.244 -0.4 0.4 0.3
H 1.867 -3.313 -5.570 0.9 -0.1 0.3
H 0.919 -1.936 -5.528 -0.7 0.1 0.3
H 0.965 1.864 -2.900 0.0 0.1 0.0
H -0.485 1.169 -2.747 -0.4 -0.5 0.1
C -3.031 -2.616 2.441 1.2 -1.2 -0.4
C -1.706 -1.853 2.663 0.0 -0.7 -1.1
C -0.512 -2.612 1.998 -0.1 0.1 0.9
O -0.041 -3.806 2.637 0.0 -0.6 1.9
C 0.691 -3.699 3.896 -0.4 -0.2 -1.5
N -1.652 -0.485 2.053 -1.0 -1.0 2.1
H -3.109 -2.922 1.397 -0.9 1.0 -0.3
H -3.895 -2.269 3.008 -0.1 0.6 -0.7
H -2.867 -3.609 2.860 0.3 -0.3 0.6
H -1.718 -1.907 3.751 1.1 0.7 0.6
H 0.383 -1.996 1.913 -0.3 0.6 -0.3
H -0.858 -2.913 1.009 0.3 0.1 -0.1
H 0.157 -3.591 4.840 -1.0 0.3 -0.2
H 1.415 -2.885 3.879 0.3 0.1 -0.3
H 1.185 -4.664 4.009 0.3 0.1 -0.2
H -0.724 -0.103 2.168 0.3 -0.3 -0.5
H -2.159 0.050 2.743 -0.7 0.6 -0.2
C 0.278 4.136 0.682 1.0 0.4 0.5
C 0.157 2.636 1.008 1.2 1.2 1.4
C 0.921 2.324 2.429 -0.5 -1.0 -1.4
O 0.670 0.942 2.765 -0.3 0.2 -0.1
C 0.986 0.485 4.050 0.8 0.0 0.3
N -1.263 2.261 0.979 0.7 0.9 1.1
H 0.034 4.798 1.512 -0.3 -0.1 0.3
H -0.287 4.488 -0.182 -0.2 -0.6 -0.1
H 1.322 4.354 0.460 0.3 0.1 -0.1
H 0.797 2.190 0.247 -0.7 -1.0 -0.1
H 0.678 2.946 3.291 -0.6 0.3 -0.1
H 1.999 2.407 2.295 0.2 0.3 -0.4
H 2.043 0.252 4.181 0.6 0.5 -0.2
H 0.584 -0.502 4.279 -0.9 0.2 -0.5
H 0.702 1.193 4.829 -0.2 0.1 0.1
H -1.589 2.381 1.928 -0.2 -0.8 0.8
H -1.716 3.097 0.638 -0.5 -0.1 -1.1

***

26
Properties=species:S:1:pos:R:3:forces:R:3 method="wB97M-V/def2-TZVPD" spin_multiplicity=1 charge=+1 orbital_gap_ev="9.2 / 9.2" e_lumo_ev="-3.26 / -3.26" largest_force_ha_per_bohr=0.09508 homo_ev="-12.41 / -12.42" total_energy_ha=-556.2165
C 3.389 0.695 -0.512 0.5 2.1 -0.9
C 2.915 -0.507 -0.945 0.1 -2.7 -2.3
C 2.789 1.313 0.593 2.3 1.3 0.1
C 1.771 -1.091 -0.354 0.5 2.0 1.7
C 1.711 0.736 1.242 0.3 0.2 -1.2
C 1.078 -0.395 0.749 2.4 -2.1 -2.1
C -3.662 0.017 0.191 0.5 -1.8 0.4
C -0.261 -0.763 1.164 -2.4 1.3 -1.6
C -1.220 0.505 -0.241 3.1 0.8 1.4
N -2.538 0.044 -0.808 -0.6 -0.7 -0.8
O -0.827 -1.997 0.839 1.2 0.6 0.4
O -0.296 0.598 -1.324 -4.9 -0.2 -0.5
H 4.113 1.257 -1.191 -0.7 -0.9 1.5
H 3.462 -1.038 -1.903 -1.6 1.3 2.7
H 3.323 2.283 0.947 -1.5 -1.8 -0.4
H 1.523 -2.058 -0.698 -0.8 -0.8 -0.4
H 1.288 1.296 2.006 -0.9 0.7 1.6
H -3.784 0.907 0.717 0.9 1.7 1.0
H -4.680 -0.085 -0.158 0.1 -0.7 -1.2
H -3.395 -0.812 0.855 -0.4 0.3 0.1
H -0.541 -0.359 2.155 -0.2 -0.4 -0.7
H -1.349 1.581 0.188 -0.3 -2.0 -0.4
H -2.532 -0.865 -1.364 0.6 1.0 1.3
H -2.751 0.711 -1.527 -0.2 0.7 -0.6
H -0.119 -2.546 0.452 -0.5 0.1 0.1
H 0.593 0.573 -1.071 2.2 -0.2 1.0